Density functional theory data (the ωB97M-V functional and the def2-TZVPD basis) for one molecule with the formula C21H20N8O3S.

Last column: Löwdin charge in e.
Positions of all 53 atoms, in Å:
C  -3.387  -2.244  -0.105  -0.007
C  -3.321  -1.259  -1.223  -0.289
C  -4.143  -1.661  -2.437  -0.144
O  -3.687  -2.875  -2.998  -0.046
C  -2.504  -2.893  -3.679  -0.275
C  -1.733  -1.776  -3.982  -0.035
C  -0.556  -1.931  -4.697  -0.098
C  -0.131  -3.181  -5.106  -0.100
C  -0.899  -4.294  -4.802  -0.087
C  -2.076  -4.154  -4.097  -0.016
N  -2.708  -0.161  -1.372  0.104
N  -1.872  0.509  -0.543  0.080
C  -1.303  0.307  0.678  -0.400
O  -1.480  -0.620  1.444  0.068
C  -0.378  1.411  1.000  -0.149
N  -0.303  2.561  0.288  0.084
N  0.570  3.325  0.804  0.054
N  1.108  2.712  1.875  0.019
C  2.074  3.343  2.621  -0.183
N  2.575  2.918  3.747  0.134
O  3.456  3.834  4.144  -0.068
N  3.534  4.871  3.277  0.114
C  2.693  4.615  2.303  -0.333
N  2.482  5.353  1.206  0.148
C  0.534  1.489  2.048  -0.195
C  0.972  0.479  3.014  -0.349
S  2.430  -0.386  2.268  0.949
C  1.554  -1.262  0.977  -0.547
C  0.901  -2.445  1.279  -0.106
C  0.186  -3.098  0.292  -0.074
C  0.127  -2.572  -0.988  -0.066
C  0.789  -1.393  -1.285  -0.070
C  1.508  -0.734  -0.303  -0.111
H  -4.386  -2.212  0.331  0.093
H  -3.234  -3.244  -0.507  0.088
H  -2.657  -2.039  0.670  0.048
H  -5.170  -1.874  -2.126  0.134
H  -4.152  -0.854  -3.176  0.125
H  -2.032  -0.793  -3.658  0.095
H  0.033  -1.057  -4.936  0.105
H  0.791  -3.290  -5.658  0.099
H  -0.578  -5.276  -5.116  0.103
H  -2.689  -5.009  -3.855  0.117
H  -1.585  1.382  -0.981  0.128
H  2.877  6.275  1.165  0.110
H  1.696  5.100  0.626  0.072
H  1.338  0.920  3.938  0.066
H  0.190  -0.258  3.183  0.086
H  0.948  -2.841  2.282  0.111
H  -0.331  -4.016  0.525  0.110
H  -0.434  -3.078  -1.760  0.096
H  0.739  -0.986  -2.284  0.097
H  2.034  0.183  -0.527  0.109

Properties
* HOMO energy: -8.669 eV
* SMILES: C/C(COc1ccccc1)=N\NC(=O)c1nnn(-c2nonc2N)c1CSc1ccccc1